1.
This record from OMol25 describes a 2-piece molecular cluster, C2H4NO4 overall. The level of theory is wB97M-V/def2-TZVPD.

Computed properties:
Gap between HOMO and LUMO   0.3178 Ha
HOMO energy   -4.8 eV

Structure (ORCA input):
```
! RIJCOSX wB97M-V def2-TZVPD def2/J DEFGRID3
* xyz -1 1
O 1.005 1.667 -0.044
C 0.534 1.259 0.994
N -0.299 0.169 1.092
C -1.343 -0.282 0.062
O -0.974 -1.392 -0.382
O -2.313 0.417 -0.178
H 0.702 1.785 1.969
H -0.356 -0.069 2.072
H 1.377 -0.577 -2.162
H 0.612 -1.484 -1.273
O 1.056 -1.492 -2.151
*
```



2.
This record from OMol25 describes a 2-piece molecular cluster, C2H4NP overall. The level of theory is wB97M-V/def2-TZVPD.

Computed properties:
Gap between HOMO and LUMO (spin up / spin down)   0.2670 / 0.2669 Ha
HOMO energy (spin up / spin down)   -8.2 / -8.2 eV

Structure (ORCA input):
```
! RIJCOSX wB97M-V def2-TZVPD def2/J DEFGRID3
* xyz 0 1
C 0.647 -0.646 0.002
C 0.223 0.185 -1.122
N 0.950 -1.252 0.927
P -1.009 -0.172 2.657
H -0.638 -0.394 -1.638
H 1.167 0.251 -1.763
H -0.192 1.043 -0.720
H -1.148 0.985 1.656
*
```



3.
This record from OMol25 describes one molecule with the formula C2H4NP. The level of theory is wB97M-V/def2-TZVPD.

Computed properties:
Gap between HOMO and LUMO   0.3490 Ha
Structure (SMILES)   [H]/N=P\C=C
HOMO energy   -9.5 eV

Structure (ORCA input):
```
! RIJCOSX wB97M-V def2-TZVPD def2/J DEFGRID3
* xyz 0 1
C -1.069 0.710 0.235
C -0.126 0.252 -0.581
N 1.760 -0.993 0.139
P 1.573 0.504 -0.060
H -0.924 1.668 0.716
H -2.030 0.198 0.490
H -0.164 -0.680 -0.947
H 0.980 -1.660 0.009
*
```



Energy relative to the best compared isomer or geometry (same formula, charge and spin) in eV, matching the order above: 1.409, 2.613, 1.473